The following is a DFT calculation (the ωB97M-V functional and the def2-TZVPD basis) of 4 unconnected molecules or ions with the total composition C18H40ClN6O3S.

Results
2S+1: 1
Lowest unoccupied orbital energy, Ha: -0.1402
Gap between HOMO and LUMO, eV: 7.9
Total energy, hartree: -2122.1151
Molecular weight, u: 456.08
E_HOMO, hartree: -0.43015
Total charge: +1

Element x y z (Å)
O: -6.846 0.044 1.579
H: -9.093 -1.678 -0.287
Cl: 0.148 2.194 2.002
C: 5.193 -5.172 0.466
H: -4.234 -0.580 1.049
C: 0.658 3.759 -1.269
H: 4.391 -5.690 0.994
H: 1.284 -1.202 -0.429
H: 2.332 1.485 0.625
H: -8.810 0.057 -0.398
H: 0.290 2.757 -1.034
H: -7.520 -1.063 -0.822
C: -2.217 -0.507 0.802
H: 6.070 -2.749 -0.437
H: 3.604 4.413 -2.597
H: 1.781 -1.024 1.233
H: 0.721 4.297 -0.316
C: 2.644 4.750 -2.205
H: 3.456 6.584 -1.422
C: -7.193 1.406 1.366
C: -8.350 -0.895 -0.133
H: 4.249 0.864 -0.866
O: 4.560 -4.160 -0.303
H: 6.611 -5.462 2.060
H: -7.384 1.589 0.304
C: -7.861 -0.913 1.304
C: -8.358 1.881 2.214
H: 6.900 -4.827 -1.659
C: 6.195 -4.641 1.475
H: -0.414 3.872 -3.137
H: 5.658 -5.912 -0.193
H: -0.006 5.447 -2.469
H: -6.304 1.985 1.626
C: 5.417 -3.342 -1.086
H: 1.819 1.127 -1.023
H: 1.953 6.101 -0.643
H: 4.767 -2.632 -1.601
N: -1.039 -1.003 0.383
C: 6.225 -4.106 -2.120
O: 1.950 3.573 -1.814
H: 3.741 0.291 1.695
H: 5.715 -3.936 2.157
H: -8.694 -0.790 2.002
C: 1.338 -0.480 0.395
H: 6.828 -3.417 -2.712
H: 7.025 -4.120 0.995
H: -0.883 -1.883 -0.090
N: -3.589 -2.274 -0.011
H: 4.055 -1.196 1.142
H: -8.546 2.940 2.036
N: -3.414 -1.045 0.669
N: -0.066 -0.140 0.718
C: 3.632 0.118 -0.363
N: 4.235 -0.212 0.965
C: -0.322 4.437 -2.208
C: -0.671 0.874 1.350
H: 3.443 5.244 -0.262
H: 2.125 5.239 -3.034
H: -1.306 4.506 -1.742
C: 2.886 5.727 -1.067
C: 2.201 0.680 -0.098
H: -9.277 1.338 1.988
N: -1.968 0.668 1.392
C: -3.118 -3.242 0.590
H: -7.419 -1.887 1.519
H: -8.143 1.737 3.274
H: 3.600 -0.809 -0.940
S: -2.216 -4.336 1.211
H: 5.563 -4.657 -2.790